Entry 1:
Computed, not measured: a molecular structure, C52H59N7O3Tl at a distorted geometry, with ωB97M-V/def2-TZVPD.

Computed properties:
* electronic energy: -76143.8009 eV
* lowest unoccupied orbital energy (spin up / spin down): -4.11 / -4.18 eV
* frontier orbital gap (spin up / spin down): 5.64 / 5.55 eV

Geometry as ORCA input:
```
! RIJCOSX wB97M-V def2-TZVPD def2/J DEFGRID3
* xyz 1 1
Tl -1.66 0.13 0.54
C 4.57 -3.33 -2.42
C 4.17 -2.11 -3.26
C 4.24 -2.53 -4.73
C 5.19 -0.98 -3.02
C 2.80 -1.58 -2.85
C 2.41 -1.50 -1.55
C 1.14 -0.97 -1.19
N 0.70 -0.82 0.03
C 1.36 -0.94 1.19
C 2.71 -0.58 1.39
C 3.29 -0.67 2.63
C 2.52 -1.22 3.68
C 1.19 -1.54 3.57
C 0.53 -1.32 2.32
O -0.73 -1.44 2.16
C 0.40 -2.06 4.77
C -0.46 -3.26 4.34
C 1.30 -2.53 5.91
C -0.51 -0.94 5.31
C 4.71 -0.17 2.87
C 5.17 -0.38 4.32
C 4.76 1.34 2.59
C 5.68 -0.91 1.94
C 0.15 -0.66 -2.26
O -1.02 -0.38 -1.94
C 0.63 -0.70 -3.63
C 1.91 -1.11 -3.85
C -0.29 -0.36 -4.79
C -0.91 1.03 -4.59
C -1.39 -1.43 -4.85
C 0.45 -0.34 -6.14
H 5.50 -3.75 -2.81
H 3.81 -4.10 -2.48
H 4.74 -3.08 -1.38
H 5.20 -3.01 -4.92
H 4.16 -1.69 -5.41
H 3.46 -3.25 -4.96
H 6.18 -1.31 -3.29
H 5.19 -0.69 -1.97
H 4.94 -0.10 -3.61
H 3.03 -1.87 -0.75
H 3.24 -0.15 0.56
H 2.99 -1.36 4.63
H 0.18 -4.10 4.07
H -1.09 -3.02 3.49
H -1.09 -3.58 5.17
H 2.04 -3.24 5.57
H 0.68 -3.02 6.66
H 1.81 -1.69 6.39
H -1.31 -0.71 4.61
H 0.07 -0.04 5.51
H -0.98 -1.26 6.24
H 4.52 0.15 5.01
H 6.17 0.00 4.45
H 5.18 -1.44 4.58
H 4.06 1.87 3.23
H 4.50 1.56 1.55
H 5.76 1.73 2.78
H 5.59 -1.99 2.09
H 6.71 -0.62 2.15
H 5.47 -0.69 0.90
H 2.26 -1.11 -4.87
H -1.56 1.04 -3.72
H -1.51 1.30 -5.46
H -0.14 1.78 -4.45
H -1.92 -1.47 -3.90
H -0.96 -2.40 -5.05
H -2.10 -1.20 -5.64
H 1.27 0.38 -6.13
H -0.24 -0.02 -6.92
H 0.83 -1.32 -6.42
C -4.61 -2.13 3.34
C -5.76 -2.43 2.62
C -5.88 -1.94 1.35
C -4.85 -1.16 0.79
N -3.73 -0.90 1.50
C -3.64 -1.37 2.74
N -5.14 -0.65 -0.43
C -4.47 0.19 -1.13
N -3.25 0.76 -0.91
C -3.02 1.76 -1.81
N -2.02 2.56 -1.95
C -0.82 2.64 -1.36
C 0.12 3.45 -2.04
C 1.40 3.59 -1.57
C 1.74 2.96 -0.37
C 0.78 2.20 0.26
N -0.45 2.03 -0.22
C -4.16 1.82 -2.72
C -4.42 2.62 -3.82
C -5.60 2.38 -4.52
C -6.48 1.39 -4.12
C -6.23 0.59 -3.01
C -5.05 0.82 -2.33
H -4.47 -2.49 4.35
H -6.55 -3.03 3.06
H -6.75 -2.12 0.74
H -2.73 -1.11 3.27
H -0.20 3.91 -2.96
H 2.12 4.18 -2.10
H 2.72 3.05 0.06
H 0.99 1.71 1.19
H -3.73 3.39 -4.12
H -5.83 2.98 -5.38
H -7.39 1.23 -4.69
H -6.92 -0.17 -2.69
O -0.48 1.25 2.75
C -1.06 2.38 3.37
C -2.11 3.05 2.52
C -2.32 4.42 2.66
C -3.36 5.01 1.96
C -4.17 4.20 1.18
C -3.87 2.86 1.09
N -2.85 2.29 1.72
H -0.60 0.47 3.31
H -0.28 3.10 3.62
H -1.56 2.09 4.31
H -1.68 4.99 3.31
H -3.53 6.07 2.05
H -5.01 4.61 0.65
H -4.50 2.21 0.50
*
```

=====

Entry 2:
Computed, not measured: 14 unconnected molecules or ions with the total composition C52H66N12O14 at a distorted geometry, with ωB97M-V/def2-TZVPD.

Computed properties:
* electronic energy: -101520.4949 eV
* lowest unoccupied orbital energy: -0.63 eV
* frontier orbital gap: 8.69 eV

Geometry as ORCA input:
```
! RIJCOSX wB97M-V def2-TZVPD def2/J DEFGRID3
* xyz 0 1
C -2.79 -21.87 -15.86
C -3.41 -22.11 -14.62
C -3.85 -21.02 -13.86
C -3.74 -19.78 -14.39
C -3.10 -19.43 -15.56
C -2.58 -20.56 -16.28
N -4.26 -18.58 -13.52
O -4.79 -18.94 -12.48
O -4.16 -17.48 -13.93
H -2.35 -22.72 -16.42
H -3.61 -23.11 -14.22
H -4.41 -21.10 -12.94
H -3.07 -18.42 -16.02
H -1.98 -20.27 -17.10
C -11.26 -21.41 -14.98
C -10.12 -21.94 -15.58
C -8.92 -22.00 -14.88
C -8.87 -21.43 -13.60
C -9.93 -20.80 -13.00
C -11.13 -20.83 -13.72
N -7.67 -21.48 -12.71
O -7.77 -21.09 -11.57
O -6.69 -22.01 -13.21
H -12.20 -21.52 -15.49
H -10.17 -22.45 -16.52
H -8.08 -22.49 -15.33
H -9.83 -20.27 -12.09
H -11.98 -20.36 -13.19
C -12.44 -29.59 -16.05
C -11.82 -29.67 -17.31
C -10.63 -29.00 -17.57
C -10.08 -28.20 -16.60
C -10.67 -28.04 -15.35
C -11.87 -28.73 -15.12
N -8.84 -27.42 -16.97
O -8.56 -27.29 -18.19
O -8.17 -26.99 -16.03
H -13.35 -30.07 -15.74
H -12.29 -30.37 -18.07
H -10.14 -29.10 -18.51
H -10.11 -27.42 -14.62
H -12.41 -28.59 -14.21
C -6.44 -25.58 -8.46
C -5.90 -24.30 -8.40
C -6.58 -23.16 -8.56
C -7.98 -23.23 -8.74
C -8.57 -24.46 -8.79
C -7.83 -25.69 -8.57
N -8.75 -22.01 -9.04
O -8.28 -20.97 -8.70
O -9.80 -22.11 -9.63
H -5.81 -26.41 -8.34
H -4.86 -24.14 -8.12
H -6.10 -22.19 -8.52
H -9.60 -24.43 -9.10
H -8.45 -26.61 -8.51
C -8.60 -24.83 -12.76
C -9.66 -24.38 -12.05
C -10.51 -25.26 -11.33
C -10.32 -26.62 -11.44
C -9.27 -27.11 -12.26
C -8.39 -26.27 -12.90
N -11.19 -27.52 -10.69
O -11.68 -28.39 -11.35
O -11.48 -27.25 -9.55
H -7.95 -24.07 -13.23
H -9.93 -23.27 -11.97
H -11.36 -24.97 -10.73
H -9.08 -28.18 -12.20
H -7.52 -26.69 -13.40
C -19.63 -23.28 -12.59
O -19.16 -22.49 -13.64
C -17.78 -22.70 -13.94
C -17.53 -22.95 -15.41
O -17.97 -21.82 -16.13
C -17.15 -20.65 -16.18
H -19.04 -23.07 -11.63
H -19.55 -24.32 -12.75
H -20.70 -23.08 -12.48
H -17.41 -23.54 -13.36
H -17.16 -21.79 -13.62
H -18.16 -23.78 -15.69
H -16.43 -23.24 -15.50
H -17.07 -20.28 -15.15
H -17.60 -19.84 -16.78
H -16.16 -20.91 -16.57
C -10.64 -17.52 -15.25
O -10.15 -16.54 -16.19
C -10.87 -15.36 -16.20
C -12.38 -15.39 -16.52
O -12.72 -15.88 -17.80
C -13.08 -17.22 -17.79
H -11.73 -17.61 -15.34
H -10.66 -17.13 -14.22
H -10.13 -18.48 -15.32
H -10.37 -14.73 -16.90
H -10.84 -14.84 -15.27
H -12.66 -14.35 -16.57
H -12.91 -15.88 -15.71
H -13.32 -17.49 -18.81
H -13.95 -17.45 -17.15
H -12.33 -17.95 -17.40
C -6.55 -24.10 -17.70
C -6.20 -24.45 -16.32
N -5.99 -24.83 -15.28
H -6.96 -25.02 -18.16
H -5.59 -23.91 -18.21
H -7.12 -23.14 -17.66
C -15.89 -16.74 -12.69
C -15.09 -17.95 -12.81
N -14.70 -19.03 -12.87
H -16.87 -16.76 -13.11
H -15.34 -15.86 -13.00
H -15.97 -16.57 -11.60
C -9.84 -18.50 -18.75
C -9.11 -19.68 -18.25
N -8.56 -20.64 -17.97
H -10.14 -17.80 -17.95
H -10.68 -18.87 -19.32
H -9.24 -17.91 -19.44
C -10.42 -14.88 -12.26
C -11.80 -15.13 -12.67
N -12.85 -15.20 -13.08
H -10.28 -13.99 -11.73
H -9.70 -14.99 -13.06
H -10.16 -15.69 -11.62
C -7.44 -18.18 -10.32
C -7.28 -16.86 -10.94
N -7.27 -15.88 -11.51
H -7.98 -18.25 -9.41
H -6.45 -18.54 -10.11
H -7.84 -18.87 -11.03
C -6.59 -15.81 -15.14
C -7.17 -17.09 -14.66
N -7.43 -18.13 -14.27
H -7.01 -15.44 -16.08
H -5.50 -15.86 -15.33
H -6.76 -15.11 -14.30
C -12.17 -19.38 -9.81
C -11.19 -18.44 -10.35
N -10.50 -17.71 -10.84
H -13.01 -19.56 -10.51
H -12.67 -18.86 -8.98
H -11.70 -20.25 -9.43
*
```

=====

| no. | molecular weight (g/mol) |
| --- | --- |
| 1 | 1034.5 |
| 2 | 1083.2 |